{"formula": "C60H40N7O2Pt", "method": "the ωB97M-V functional and the def2-TZVPD basis", "species": ["Pt", "C", "C", "C", "C", "C", "C", "C", "C", "C", "C", "C", "C", "C", "C", "C", "C", "C", "C", "C", "N", "C", "C", "C", "C", "C", "C", "C", "C", "C", "C", "C", "C", "N", "C", "C", "C", "C", "C", "N", "C", "C", "C", "C", "C", "C", "C", "C", "N", "H", "H", "H", "H", "H", "H", "H", "H", "H", "H", "H", "H", "H", "H", "H", "H", "H", "H", "H", "H", "H", "H", "H", "H", "H", "H", "H", "H", "C", "O", "C", "C", "C", "C", "C", "C", "N", "N", "C", "C", "C", "C", "O", "C", "N", "C", "C", "C", "C", "H", "H", "H", "H", "H", "H", "H", "H", "H", "H", "H", "H"], "positions_angstrom": [[0.288, 1.949, -0.545], [-4.447, -3.218, 0.695], [-4.655, -2.448, 1.780], [-4.064, -1.144, 1.832], [-3.497, -0.529, 0.721], [-3.588, -1.214, -0.482], [-3.633, -2.678, -0.437], [-2.560, 0.605, 0.709], [-1.408, 0.473, 1.492], [-1.307, -0.236, 2.744], [-0.049, -0.060, 3.201], [0.664, 0.690, 2.204], [2.013, 0.996, 2.260], [2.754, 0.768, 3.536], [2.883, -0.497, 4.103], [3.547, -0.668, 5.310], [4.097, 0.425, 5.963], [3.990, 1.688, 5.397], [3.326, 1.858, 4.191], [2.733, 1.542, 1.191], [2.227, 1.939, -0.009], [3.284, 2.374, -0.764], [3.207, 2.967, -2.018], [4.465, 3.510, -2.611], [5.194, 4.487, -1.935], [6.375, 4.981, -2.470], [6.841, 4.506, -3.688], [6.112, 3.547, -4.376], [4.931, 3.054, -3.842], [2.019, 3.164, -2.723], [1.922, 3.829, -3.995], [0.612, 3.891, -4.313], [-0.113, 3.286, -3.233], [0.762, 2.850, -2.280], [-1.508, 3.278, -3.144], [-2.216, 2.770, -2.073], [-3.651, 2.665, -2.005], [-3.938, 1.890, -0.935], [-2.683, 1.532, -0.329], [-1.664, 2.109, -1.003], [-2.280, 3.812, -4.305], [-2.319, 3.101, -5.501], [-3.048, 3.583, -6.579], [-3.729, 4.788, -6.476], [-3.689, 5.504, -5.287], [-2.974, 5.014, -4.203], [4.505, 2.165, -0.033], [4.166, 1.673, 1.176], [-0.201, 1.027, 1.190], [-4.833, -4.227, 0.629], [-5.247, -2.804, 2.612], [-4.146, -0.577, 2.750], [-3.454, -0.694, -1.416], [-3.904, -3.126, -1.392], [-2.101, -0.752, 3.254], [0.364, -0.419, 4.128], [2.487, -1.360, 3.580], [3.638, -1.658, 5.737], [4.606, 0.294, 6.909], [4.422, 2.547, 5.895], [3.226, 2.847, 3.761], [4.820, 4.873, -0.995], [6.933, 5.737, -1.932], [7.770, 4.881, -4.098], [6.465, 3.180, -5.331], [4.377, 2.287, -4.369], [2.754, 4.204, -4.564], [0.161, 4.325, -5.190], [-4.335, 3.115, -2.705], [-4.910, 1.605, -0.559], [-1.788, 2.160, -5.577], [-3.087, 3.015, -7.499], [-4.294, 5.166, -7.318], [-4.215, 6.446, -5.202], [-2.941, 5.569, -3.273], [5.497, 2.347, -0.412], [4.824, 1.385, 1.978], [-3.093, -3.136, 5.915], [-3.606, -4.315, 5.314], [-2.877, -4.899, 4.336], [-3.288, -6.165, 3.931], [-2.591, -6.840, 2.946], [-1.514, -6.237, 2.306], [-1.069, -4.994, 2.755], [-1.745, -4.317, 3.752], [-0.947, -6.950, 1.212], [-0.312, -6.366, 0.314], [-0.657, -5.058, -0.098], [-1.890, -4.552, 0.018], [-2.129, -3.089, -0.073], [-1.100, -2.309, -0.870], [-1.384, -1.253, -1.380], [0.274, -2.898, -0.928], [1.247, -2.079, -1.321], [2.447, -2.603, -1.505], [2.713, -3.966, -1.356], [1.706, -4.802, -0.920], [0.451, -4.254, -0.658], [-3.717, -2.943, 6.781], [-3.147, -2.285, 5.231], [-2.060, -3.276, 6.238], [-4.151, -6.609, 4.411], [-2.894, -7.833, 2.638], [-0.166, -4.564, 2.337], [-1.384, -3.350, 4.072], [-2.709, -5.197, 0.307], [-1.987, -2.696, 0.953], [3.233, -1.916, -1.793], [3.697, -4.355, -1.582], [1.865, -5.863, -0.785]], "homo_energy_ev": [-9.18, -9.18], "e_tot_ha": -2963.22401, "total_charge": 1, "orbital_gap_ha": [0.1549, 0.1549], "lumo_ev": [-5.0, -5.0]}